Entry 1:
6 unconnected molecules or ions with the total composition C21H56N4O6 in a non-equilibrium geometry, computed with wB97M-V/def2-TZVPD.

Element x y z (Å)
C: 2.05957 6.61845 4.74358
C: 2.67936 5.21420 5.08491
C: 3.64560 4.82560 4.01900
O: 3.05180 4.56872 2.80861
C: 2.52944 3.22458 2.61576
N: 3.39763 5.32671 6.29045
H: 1.23480 6.83183 5.42352
H: 1.55790 6.74676 3.78443
H: 2.77250 7.41555 4.95442
H: 1.82138 4.54227 5.10681
H: 4.44125 4.12251 4.26539
H: 4.37076 5.61867 3.83652
H: 1.72277 3.19205 3.34810
H: 3.16159 2.38914 2.91661
H: 2.11555 3.02255 1.62785
H: 3.99536 6.14046 6.31573
H: 3.86698 4.48998 6.60618
C: 1.98895 2.97658 -2.85296
C: 0.87479 3.60942 -3.65600
C: -0.48744 3.63732 -2.94026
O: -1.50169 3.90715 -3.86638
C: -2.85558 4.07416 -3.39748
N: 1.25670 4.97113 -4.04312
H: 2.45502 3.71032 -2.19530
H: 2.72517 2.70411 -3.60917
H: 1.78565 2.14534 -2.17783
H: 0.78629 3.10802 -4.61977
H: -0.40546 4.28177 -2.06501
H: -0.76507 2.63167 -2.62454
H: -2.80453 4.84521 -2.62873
H: -3.32376 3.16158 -3.02855
H: -3.63376 4.34958 -4.10930
H: 1.80394 4.93411 -4.89122
H: 0.39141 5.32669 -4.42386
C: 2.96186 -1.29907 -1.52676
C: 1.65819 -2.02593 -2.09892
C: 1.45998 -3.44769 -1.43776
O: 2.64124 -4.23788 -1.55349
C: 2.48737 -5.53330 -0.90770
N: 0.65428 -0.96243 -1.93645
H: 2.95401 -1.27326 -0.43709
H: 3.18312 -0.28772 -1.86780
H: 3.89328 -1.83247 -1.71660
H: 1.66588 -2.19089 -3.17633
H: 0.64079 -3.92001 -1.97992
H: 1.08924 -3.33723 -0.41872
H: 3.26399 -6.13476 -1.38014
H: 1.54294 -6.03602 -1.11607
H: 2.80764 -5.44623 0.13054
H: 0.77873 -0.30159 -2.69005
H: -0.31090 -1.22455 -2.07720
O: 1.17784 0.68225 0.41312
H: 0.75463 0.08003 -0.19881
H: 1.77737 1.19409 -0.12984
O: 0.59053 0.01484 2.87455
H: 0.64908 0.00209 1.91923
H: 1.31194 -0.54235 3.16667
C: -4.08629 -2.62301 1.87470
C: -2.71360 -2.79881 1.25329
C: -1.96475 -4.17759 1.52217
C: -2.56089 -5.33467 0.72527
C: -2.25404 -4.85064 -0.71505
C: -2.85319 -3.52126 -1.26042
N: -2.77572 -2.48632 -0.17648
O: -3.34674 -1.27669 -0.54179
C: -2.22022 -3.22480 -2.60776
C: -4.39449 -3.61591 -1.58107
C: -1.81217 -1.66342 1.88098
H: -4.17659 -2.79813 2.94675
H: -4.76110 -3.33334 1.39705
H: -4.67892 -1.70883 1.84079
H: -0.93901 -4.02758 1.18533
H: -2.08702 -4.48392 2.56107
H: -3.63823 -5.48650 0.79139
H: -1.90124 -6.18202 0.91225
H: -2.45065 -5.67089 -1.40544
H: -1.17740 -4.85891 -0.88499
H: -2.65497 -2.45932 -3.25052
H: -1.21048 -3.02647 -2.24836
H: -2.07666 -4.09257 -3.25156
H: -5.00698 -2.78940 -1.94141
H: -4.64346 -4.37474 -2.32289
H: -4.85180 -3.98158 -0.66169
H: -1.75352 -1.97181 2.92480
H: -2.25120 -0.67173 1.77188
H: -0.84312 -1.55910 1.39296
H: -4.26358 -1.55432 -0.60448

The LUMO energy (spin up / spin down) comes out at -2.575 / -6.724 eV. For the strongest force on any atom, the calculation gives 3.204 eV/Å. Its energy relative to the best compared isomer or geometry (same formula, charge and spin) is 0.0 kcal per mole. As for the spin multiplicity: 2. The HOMO-LUMO gap (spin up / spin down) is 7.2 / 3.1 eV. Its expectation value of S² is 0.755. As for the charge: +1.

Atom charges from the Löwdin analysis, given in e for atoms 1 to 6: number 1, C, carries -0.04; number 2, C, carries -0.45; number 3, C, carries -0.29; number 4, O, carries -0.18; number 5, C, carries -0.06; number 6, N, carries 0.03

---

Entry 2:
A molecular structure, F6IMnN3O12S6 in a non-equilibrium geometry, computed with wB97M-V/def2-TZVPD.

Element x y z (Å)
Mn: 5.21176 -20.29596 -10.66326
N: 3.63113 -22.68023 -9.02045
S: 3.13664 -22.86519 -7.60867
O: 4.11522 -23.14999 -6.59272
O: 1.78181 -23.36871 -7.41942
F: 2.86509 -21.29998 -7.45521
S: 3.37938 -24.36543 -9.30350
O: 2.17222 -24.86187 -9.97488
O: 4.14989 -25.30381 -8.50793
F: 4.50482 -24.34081 -10.51876
N: 8.24760 -21.51010 -10.65528
S: 9.00079 -22.03270 -9.22528
O: 10.41117 -21.65803 -9.12273
O: 8.60424 -23.27773 -8.58825
F: 8.38840 -20.84883 -8.28514
S: 9.37069 -21.86493 -11.67297
O: 10.08459 -23.18074 -11.63625
O: 10.27973 -20.75052 -11.95301
F: 8.56750 -21.93615 -13.12985
N: 3.42187 -19.47299 -13.10520
S: 1.69752 -19.66899 -13.36500
O: 1.15485 -21.02954 -13.60381
O: 0.92087 -18.48934 -13.68690
F: 1.52215 -19.69425 -11.70235
S: 3.53429 -18.62751 -14.37937
O: 3.39300 -17.25115 -14.19353
O: 3.24376 -19.30500 -15.62374
F: 5.11460 -18.79768 -14.34526
I: 5.44395 -16.46888 -8.97884

The LUMO energy (spin up / spin down) comes out at -0.205 / 0.025 eV. For the strongest force on any atom, the calculation gives 8.663 eV/Å. Its energy relative to the best compared isomer or geometry (same formula, charge and spin) is 168.2 kcal per mole. As for the spin multiplicity: 6. The HOMO-LUMO gap (spin up / spin down) is 4.7 / 4.8 eV. Its expectation value of S² is 8.775. As for the charge: -2.

Atom charges from the Löwdin analysis, given in e for atoms 1 to 6: number 1, Mn, carries 1.29; number 2, N, carries -0.29; number 3, S, carries 0.35; number 4, O, carries -0.27; number 5, O, carries -0.29; number 6, F, carries -0.23

---

Entry 3:
A molecular structure, CH3N2O in a non-equilibrium geometry, computed with wB97M-V/def2-TZVPD.

Element x y z (Å)
C: 0.13191 0.27051 0.15806
N: -0.83775 -0.48802 -0.20134
N: -2.65082 -0.32229 -0.02160
O: -3.10543 0.62882 0.32607
H: -0.02355 1.05855 0.74080
H: 1.12328 0.23469 -0.05796
H: -0.55663 -1.27458 -0.76432

The LUMO energy comes out at -7.030 eV. For the strongest force on any atom, the calculation gives 4.555 eV/Å. Its energy relative to the best compared isomer or geometry (same formula, charge and spin) is 67.5 kcal per mole. The HOMO-LUMO gap is 10.1 eV. As for the charge: +1.

Atom charges from the Löwdin analysis, given in e for atoms 1 to 6: number 1, C, carries 0.15; number 2, N, carries 0.09; number 3, N, carries 0.21; number 4, O, carries 0.27; number 5, H, carries 0.06; number 6, H, carries 0.09

---

Entry 4:
C15H22N2O3S in the gas phase, computed with wB97M-V/def2-TZVPD.

Element x y z (Å)
C: -5.71582 0.24821 -1.29845
C: -4.34708 0.58599 -0.80253
C: -3.65475 1.66837 -1.33710
C: -2.39423 2.01279 -0.88135
C: -1.81568 1.26044 0.12027
S: -0.17666 1.64168 0.71540
O: 0.12368 3.01179 0.40447
O: -0.07242 1.19628 2.07556
N: 0.73840 0.63713 -0.25917
C: 1.74729 -0.19410 0.38498
C: 2.90070 0.67567 0.89848
C: 4.16839 -0.09008 1.27897
C: 5.12772 -0.27107 0.10321
C: 4.66734 -1.28502 -0.94044
C: 3.28736 -1.00283 -1.53433
C: 2.14648 -1.32748 -0.56830
C: -2.47762 0.18456 0.67237
C: -3.74918 -0.15625 0.22528
C: -4.43581 -1.34305 0.83434
N: -4.36619 -1.37372 2.18520
O: -4.99414 -2.20720 0.19413
H: -5.78371 -0.81510 -1.51439
H: -5.95587 0.81793 -2.19187
H: -6.45784 0.47178 -0.53228
H: -4.11504 2.24978 -2.12236
H: -1.85623 2.85890 -1.27808
H: 1.10879 1.16759 -1.03413
H: 1.22890 -0.62955 1.24480
H: 2.51770 1.22143 1.76320
H: 3.14995 1.42146 0.13900
H: 3.90682 -1.05983 1.70407
H: 4.69147 0.47527 2.05327
H: 5.27874 0.69824 -0.37829
H: 6.09793 -0.59697 0.48689
H: 4.65937 -2.28273 -0.49487
H: 5.40278 -1.29630 -1.74909
H: 3.22688 0.03586 -1.86140
H: 3.17073 -1.62924 -2.42201
H: 2.42630 -2.20291 0.01944
H: 1.25006 -1.58930 -1.13419
H: -1.97751 -0.37881 1.44493
H: -3.90144 -0.65689 2.71297
H: -4.77656 -2.15274 2.67338

The LUMO energy comes out at 0.609 eV. For the strongest force on any atom, the calculation gives 0.861 eV/Å. Its energy relative to the best compared isomer or geometry (same formula, charge and spin) is 20.3 kcal per mole. The HOMO-LUMO gap is 10.0 eV. Its SMILES is Cc1ccc(S(=O)(=O)NC2CCCCCC2)cc1C(N)=O.

Atom charges from the Löwdin analysis, given in e for atoms 1 to 6: number 1, C, carries -0.03; number 2, C, carries -0.20; number 3, C, carries -0.02; number 4, C, carries -0.04; number 5, C, carries -0.27; number 6, S, carries 0.66

---

Entry 5:
2 unconnected molecules or ions with the total composition C4H8N2O in a non-equilibrium geometry, computed with wB97M-V/def2-TZVPD.

Element x y z (Å)
C: 2.10923 -1.34232 -0.52895
C: 1.10157 -0.82181 0.42359
O: 0.93645 -1.32897 1.50227
C: 0.37071 0.47379 0.00853
C: 1.22322 1.68105 0.37458
N: 1.72595 2.69843 0.55847
H: 2.38076 -2.35454 -0.53560
H: 3.01491 -0.70384 -0.54293
H: 1.75277 -1.13161 -1.47186
H: 0.22181 0.56036 -1.04872
H: -0.56518 0.71591 0.51469
N: -3.43019 0.57232 0.17090
H: -4.13207 0.60185 -0.52978
H: -2.88050 -0.31935 0.02355
H: -3.82943 0.69873 1.08124

The LUMO energy comes out at 0.538 eV. For the strongest force on any atom, the calculation gives 2.684 eV/Å. Its energy relative to the best compared isomer or geometry (same formula, charge and spin) is 45.8 kcal per mole. The HOMO-LUMO gap is 10.8 eV. Its SMILES is CC(=O)CC#N.N.

Atom charges from the Löwdin analysis, given in e for atoms 1 to 6: number 1, C, carries -0.01; number 2, C, carries -0.44; number 3, O, carries 0.11; number 4, C, carries -0.08; number 5, C, carries -0.20; number 6, N, carries 0.14